# C52H83F21N17O14S6

C52H83F21N17O14S6 as an isolated structure in a non-equilibrium geometry (wB97M-V/def2-TZVPD, the Open Molecules 2025 dataset).

Positions of all 193 atoms, in Å:
1 N 0.48234 4.92119 1.01865
2 H 6.72799 0.71787 5.95417
3 H 0.02587 -5.13695 6.33165
4 H 5.49925 -0.12657 -1.27061
5 O -2.08491 2.14747 1.63351
6 C -6.30329 0.44776 2.85840
7 N 2.10644 -3.71243 -3.30002
8 H 9.36140 -4.89559 2.20696
9 N -0.30914 -4.54489 4.22420
10 C 1.32003 -5.70222 -2.59135
11 C -0.40341 -6.01638 -4.49664
12 C 3.58554 2.54032 6.94687
13 C -1.39469 -3.52979 5.85157
14 N -6.91119 -1.66281 -4.05703
15 H 2.56439 4.65558 -2.59104
16 H 1.31535 2.98030 -1.36174
17 N -7.86250 -0.52377 -2.49977
18 S -2.07793 -1.69041 -4.95329
19 C -3.58145 2.74789 3.85393
20 H -0.68249 -7.26998 -6.36851
21 F 1.33885 2.31864 -5.06287
22 H -4.93894 -1.79044 -3.33214
23 H -3.69697 -0.25405 5.09772
24 H -0.90912 -5.00914 -0.36015
25 H 0.74653 -4.95171 2.50872
26 N -4.08384 4.03577 -3.80649
27 H -6.43581 -4.44511 -4.56256
28 F -2.93443 -2.82751 -7.16661
29 O 3.48144 2.23951 1.73084
30 C -0.49193 -2.78964 -0.16737
31 H -5.73916 4.98722 -2.73740
32 O 4.65776 4.77339 5.14351
33 F -7.38220 0.10128 2.34736
34 H 1.75383 -4.56837 3.94818
35 H 6.19511 2.87084 5.08038
36 H -8.54754 0.99864 -1.16782
37 C -6.60598 -0.82407 -2.08971
38 H 0.07819 2.75266 0.97845
39 H -1.11322 -5.28005 -4.89342
40 C -8.85574 0.01354 -1.53693
41 C -4.98028 4.53263 -6.10456
42 F -5.95729 -0.46568 3.81114
43 C 6.35812 -5.15436 0.90944
44 C 1.13412 5.67876 0.20836
45 C -5.00264 4.20469 -2.76381
46 H 5.58115 -1.54278 -1.96516
47 F -4.44238 3.26210 3.01701
48 C -2.28514 -1.72484 -6.82468
49 H 3.71957 2.99395 7.92290
50 C 3.86973 1.83381 4.92157
51 H 1.33003 6.73621 0.27965
52 O 0.92037 -2.85881 -0.46170
53 H 1.36982 2.15529 6.98936
54 N 1.59257 4.98770 -0.82904
55 C -0.49964 -4.45927 5.61181
56 C 0.49161 3.62118 0.48851
57 O -5.26768 1.70895 0.76056
58 F 6.59380 4.22812 0.60733
59 C -3.94138 4.88768 -5.05092
60 C 6.07629 -1.06420 -1.15599
61 C 0.17049 -6.73844 -5.76834
62 H -6.69740 -4.23881 -6.26106
63 O -1.55694 1.08882 3.66838
64 H 3.62359 5.40379 -1.30074
65 C 5.34683 6.62287 3.44727
66 S 4.17472 3.51923 1.55517
67 C 2.35183 2.17579 6.48237
68 C -2.96629 -2.09025 4.40025
69 H -0.90936 7.31514 1.76975
70 C -2.91417 1.37744 -1.77385
71 F 4.92654 7.57335 4.25652
72 H -4.89093 5.10243 -7.02688
73 H -6.23599 -0.51461 -1.10389
74 H 0.93652 -6.18119 3.81673
75 H -1.25167 -3.41038 2.67752
76 H 4.42027 1.58841 4.01976
77 C 8.71436 -5.45797 1.50773
78 H 6.62093 1.22626 7.65038
79 F -4.19635 2.21263 4.91593
80 F 0.84860 -0.21266 0.92125
81 H 6.01654 -6.10738 1.11900
82 N 6.39605 -3.01503 0.39991
83 H -3.97053 -2.56455 4.25026
84 H 3.88493 -2.57733 -3.17507
85 F -2.73772 3.76103 4.30368
86 C 1.79484 -2.47964 0.69781
87 C -0.19971 5.31975 2.30829
88 C -1.17718 -4.04043 -0.75282
89 C 5.69696 3.19169 0.54724
90 H -8.79069 -0.52511 -0.57730
91 C -5.93399 -1.53153 -3.09537
92 N 0.63973 -5.30498 -3.72730
93 H -3.41459 -1.45179 6.35431
94 F 2.76744 -0.57895 1.83930
95 C 0.85913 -5.07458 3.54373
96 O 0.47599 -0.02077 -3.12391
97 C 5.89870 2.68253 6.08046
98 S -2.61572 1.56822 2.83424
99 H 0.56151 5.79820 2.92610
100 C -1.33656 6.27753 1.94056
101 H 2.92610 -4.60065 -1.45556
102 S -4.97715 0.50418 1.54384
103 H 0.67317 -3.53840 -4.91844
104 N 4.53299 2.31753 5.97030
105 S 4.27981 5.18011 3.79051
106 H -0.93598 -4.15361 -1.78928
107 F -3.10416 -0.69151 -7.06495
108 O 0.77361 -0.49818 -5.52984
109 H 4.73520 -1.76523 0.29097
110 H -0.94405 -6.70428 -3.84026
111 H -2.16137 1.70524 -1.04173
112 H 7.12355 -0.87160 -1.44763
113 H -2.01258 -0.66001 5.67486
114 C 2.80993 -2.40584 -3.25653
115 C -3.30949 2.98733 -3.63778
116 H 9.34476 -5.77397 0.67363
117 H -4.94425 3.49367 -6.43507
118 H 7.77721 1.93112 6.67829
119 H 8.32011 -6.36660 1.92310
120 N -3.70588 0.44873 2.47117
121 C 1.09901 -4.10293 -4.07908
122 H 0.98703 -7.41367 -5.47965
123 F 5.35804 3.08127 -0.73449
124 H -9.85112 -0.07910 -1.97121
125 H 6.23807 -1.03392 0.98804
126 F -1.11450 -1.66510 -7.41085
127 C 6.76145 1.57395 6.63853
128 H -1.97393 5.91558 1.12539
129 F 6.61172 6.34967 3.67957
130 H -0.84969 -1.81184 -0.51067
131 H -1.97688 6.36597 2.79056
132 H -2.47612 2.62069 -4.27841
133 H 8.48877 -2.74776 0.83981
134 H -2.30984 -3.99814 -0.67844
135 H -2.45754 0.90282 -2.58131
136 C 2.61395 5.39263 -1.76079
137 H -5.97413 4.70740 -5.69109
138 O -3.48106 -1.77678 -4.53341
139 C 1.14936 3.70985 -0.66428
140 O -5.18198 -0.71003 0.77749
141 C 2.09062 -0.95557 0.78957
142 H 2.73537 -1.87456 -4.23651
143 O 3.46050 4.55396 0.88502
144 F 2.64340 -0.40499 -0.34489
145 F -0.45963 2.48138 -3.80182
146 H 1.84087 0.51905 3.64088
147 H -0.49823 4.37758 2.76824
148 N 4.91848 4.09719 2.84950
149 C 0.12192 1.84343 -4.91350
150 H 1.62736 2.24885 3.36049
151 C -8.08689 -1.08847 -3.70079
152 H -3.53324 0.68425 -1.31366
153 C 5.61804 -4.14027 0.44981
154 O 2.94480 -3.09079 0.51223
155 N -3.60988 2.52474 -2.38479
156 C 1.62986 1.45570 4.10689
157 S 0.03494 0.08762 -4.46702
158 C 5.81471 -1.67896 0.18096
159 H -5.55755 -2.38571 -5.47862
160 F -0.56964 2.27149 -5.94757
161 C 7.63301 -3.34994 0.77304
162 C 2.17728 -4.71996 -2.29664
163 H 0.72895 -6.00199 -6.45854
164 C -6.63318 -2.40232 -5.34835
165 C -4.67405 3.19710 -1.88240
166 O 2.94964 5.59386 3.45653
167 H 5.97724 3.59136 6.69714
168 F -6.55717 1.62774 3.64047
169 H -4.04255 5.91210 -4.65772
170 C -3.02934 -1.03182 5.43194
171 C -1.11377 -3.65551 3.68370
172 H -1.79974 -3.29770 6.78961
173 H 4.49450 -3.94485 0.48672
174 H 1.14797 -6.66007 -2.09752
175 H -8.09939 -4.00371 -5.33383
176 H 1.20062 -2.77664 1.61211
177 H -2.89211 4.86249 -5.44034
178 H -2.84886 -1.57255 3.40213
179 N 2.61010 1.72810 5.17928
180 H 2.34776 -1.88268 -2.42737
181 N -1.48611 -0.24106 -4.48202
182 O -1.30137 -2.81160 -4.56632
183 H -4.90336 2.99770 -0.84174
184 H 0.59196 1.55145 4.57756
185 H 2.34905 6.34172 -2.24049
186 C -6.99568 -3.88920 -5.29810
187 F 5.19923 6.96556 2.19773
188 N 7.65112 -4.68355 0.97418
189 N -1.88291 -3.05992 4.61924
190 H -0.65259 -2.67484 1.01223
191 H -9.07549 -1.19421 -4.21375
192 H -7.24109 -1.85983 -6.13433
193 F 6.25649 2.05234 0.90534

Properties
Charge   +3
Gap between HOMO and LUMO   8.6 eV
Calculated total energy   -231319.07865 eV
Spin multiplicity   1

# C23H44NP3SW

C23H44NP3SW as an isolated structure in a non-equilibrium geometry (wB97M-V/def2-TZVPD, the Open Molecules 2025 dataset).

Positions of all 73 atoms, in Å:
1 P -0.53651 1.67053 1.24644
2 C 2.39557 2.62721 -0.47781
3 H 0.10183 3.17201 3.03364
4 H -0.02550 -2.58946 1.41805
5 C -1.86633 0.07807 -5.87502
6 H -2.57497 -1.97364 -5.98904
7 H 0.75209 1.53619 3.31753
8 C -1.99298 -1.24265 -5.42801
9 H 3.41569 2.96489 -0.70861
10 H -3.95352 -0.03394 -1.30315
11 H -2.96239 1.49434 1.71989
12 C -0.61707 -1.51918 3.70034
13 H 3.20829 -1.39967 -3.47709
14 H 1.50010 -3.33481 -2.11693
15 H 0.93626 -0.03152 -1.74751
16 C 0.62092 -1.55634 3.06721
17 H 1.48103 -1.64078 -4.06643
18 H -1.90699 -3.25026 -0.73617
19 H 2.63327 -0.28209 5.48718
20 H -1.71137 2.89721 -0.51537
21 P -2.11558 -0.89537 -0.00631
22 C -0.68472 -0.96758 4.98702
23 H 4.22793 1.62110 1.48365
24 H 1.77963 2.75855 -1.37636
25 C 3.74338 0.30323 -1.20573
26 H 0.42440 -0.12845 6.63299
27 H 1.57955 -2.30282 1.39969
28 H 2.41725 -2.11337 -1.10701
29 H 4.16308 -0.66421 -0.90646
30 H -2.51977 -2.22912 -2.06728
31 H -1.06476 2.05414 -5.48853
32 H -1.40155 -2.66048 -3.89335
33 C -1.35026 -1.63226 -4.25193
34 C 1.80007 -1.16931 3.69570
35 C 2.15806 -1.55577 -3.21956
36 W 0.36002 -0.27281 0.24764
37 H -3.14489 1.30344 -0.45261
38 S 0.12420 -1.20609 -1.90317
39 H -0.03228 3.45237 -0.38660
40 H -3.43272 -2.23568 1.53217
41 C -2.97586 0.38437 -1.02554
42 H -1.49623 -1.92459 3.19088
43 H -1.22638 3.95352 0.83895
44 C -0.52877 0.64497 -3.94218
45 N 0.67684 -1.87494 1.63120
46 C 0.58698 2.30879 2.55594
47 H 0.05521 1.34950 -3.35442
48 C 3.46742 0.82569 1.52201
49 C 1.72191 -0.61940 4.98663
50 C 0.47919 -0.53150 5.62049
51 C -1.14217 1.02044 -5.14275
52 C -2.55889 -2.40523 -0.98398
53 H 2.75847 -1.29735 3.18289
54 C 1.82585 -2.28513 -2.01586
55 H 3.32009 0.20152 -2.21049
56 H -2.13754 2.68823 2.75023
57 C -3.31516 -1.15648 1.36773
58 H -1.96165 0.95376 3.10006
59 H -2.33415 0.38125 -6.81001
60 H 3.97004 -0.14823 1.59399
61 C -2.05064 1.69059 2.29392
62 H 1.55437 2.62981 2.16110
63 H 1.99510 3.25258 0.32600
64 C -0.90403 3.12876 0.18807
65 H -2.41378 0.61062 -1.94282
66 P 2.45921 0.84030 -0.01889
67 H -3.58571 -2.68324 -0.70985
68 H 2.86210 0.96408 2.42323
69 C -0.65535 -0.67199 -3.50610
70 H 4.54792 1.05423 -1.21808
71 H -2.98376 -0.70495 2.30475
72 H -4.28616 -0.72144 1.08571
73 H -1.65296 -0.90409 5.49407

Properties
Energy above the lowest of the compared OMol25 structures with the same formula, charge and spin   108.41 kcal/mol
Charge   +4
Gap between HOMO and LUMO (spin up / spin down)   4.6 / 5.3 eV
Calculated total energy   -66535.12267 eV
Spin multiplicity   3

# C3H2FO3

An isolated ion of composition C3H2FO3 and charge -1 in a non-equilibrium geometry (wB97M-V/def2-TZVPD, the Open Molecules 2025 dataset).

Positions of all 9 atoms, in Å:
1 H -1.94803 -0.97575 0.34623
2 O -0.61225 -0.40225 -1.24062
3 C 1.50620 0.64714 0.22094
4 O 1.27121 1.78485 -0.23645
5 C -1.44644 -0.04150 -0.11568
6 O 2.45657 0.18318 0.83729
7 C 0.31684 -0.41102 -0.14233
8 F 0.33889 -1.69722 0.28905
9 H -1.88298 0.91257 0.04157

Properties
Energy above the lowest of the compared OMol25 structures with the same formula, charge and spin   72.25 kcal/mol
SMILES   O=C([O-])[C@@]1(F)CO1
Charge   -1
Gap between HOMO and LUMO   8.9 eV
Calculated total energy   -12002.40646 eV
Spin multiplicity   1